(1)
{
  "formula": "C15H15IrN3O9S3",
  "method": "wB97M-V/def2-TZVPD",
  "elements": ["Ir", "C", "C", "N", "O", "C", "C", "N", "O", "H", "H", "H", "H", "H", "H", "H", "O", "N", "C", "C", "C", "C", "C", "S", "H", "H", "H", "H", "O", "S", "O", "O", "C", "C", "C", "C", "C", "C", "S", "O", "O", "O", "H", "H", "H", "H"],
  "coordinates": [[-1.2948, 1.0667, -0.7568], [1.6127, 2.9750, 1.8504], [0.4238, 2.3916, 1.1649], [0.4442, 1.2636, 0.5479], [1.6644, 0.6323, 0.5778], [-0.8482, 3.0876, 1.1791], [-1.1519, 4.2489, 2.0578], [-1.7746, 2.6027, 0.3786], [-2.9255, 3.1167, 0.3452], [2.5269, 2.5787, 1.4196], [1.6056, 2.7449, 2.9191], [1.5916, 4.0595, 1.7454], [1.5956, 0.0396, -0.2041], [-0.5811, 4.1993, 2.9870], [-2.2164, 4.2583, 2.2844], [-0.9231, 5.2062, 1.5777], [-1.9498, -0.1380, 0.6786], [-3.2835, 0.0214, 0.9121], [-3.6985, -0.3181, 2.1496], [-5.0248, -0.3013, 2.4593], [-5.9346, 0.0776, 1.4570], [-5.4846, 0.4314, 0.2184], [-4.1029, 0.4249, -0.0873], [-3.4390, 0.8954, -1.5730], [-2.8954, -0.5945, 2.8154], [-5.3405, -0.5706, 3.4559], [-6.9961, 0.1072, 1.6682], [-6.1618, 0.7503, -0.5613], [-1.2088, -0.6409, -2.4604], [0.2240, -0.9807, -2.6726], [0.5249, -2.3381, -3.0394], [0.9586, -0.5328, -1.5031], [0.7803, 0.0493, -4.0549], [1.4476, -0.6916, -5.0256], [1.9477, -0.1159, -6.1846], [1.7746, 1.2337, -6.3952], [1.1185, 1.9926, -5.4364], [0.6132, 1.4414, -4.2633], [-0.1457, 2.6902, -3.1810], [-1.5576, 2.3504, -3.0782], [0.1335, 3.9559, -3.8072], [0.4722, 2.4812, -1.8588], [1.5652, -1.7516, -4.8594], [2.4637, -0.7298, -6.9127], [2.1470, 1.7086, -7.2949], [0.9926, 3.0544, -5.5856]],
  "forces_ev_per_a": [[-0.20, -0.68, 0.86], [0.03, 0.06, 0.09], [-0.35, -0.13, 0.25], [0.36, 0.69, -0.52], [-0.18, -0.06, 0.07], [0.08, -0.27, -0.25], [0.05, 0.16, 0.09], [0.23, 0.53, 0.33], [-0.04, -0.06, 0.03], [-0.01, -0.02, -0.02], [0.00, -0.04, -0.02], [0.01, -0.01, 0.01], [0.03, -0.03, -0.04], [0.00, -0.01, -0.03], [-0.01, -0.05, 0.01], [-0.01, -0.04, -0.05], [-0.23, 0.17, -0.21], [0.07, -0.15, -0.02], [0.00, 0.04, -0.17], [0.04, -0.04, 0.09], [-0.08, 0.03, -0.04], [0.03, -0.03, -0.03], [-0.03, -0.06, 0.01], [-0.34, 0.14, -0.20], [-0.02, 0.00, 0.03], [-0.03, 0.01, -0.02], [0.02, -0.01, 0.02], [0.02, -0.01, 0.00], [0.78, 0.02, 0.28], [-0.28, 0.76, 0.42], [-0.49, -0.13, -0.24], [0.75, -0.23, -0.18], [-0.04, 0.05, -0.25], [0.01, 0.01, -0.05], [0.01, -0.07, 0.02], [-0.03, 0.08, 0.02], [0.02, -0.02, -0.05], [0.22, -0.10, -0.07], [-0.29, -0.63, 0.20], [-0.13, 0.01, -0.46], [0.20, 0.19, 0.07], [-0.11, -0.08, -0.09], [-0.01, 0.00, 0.02], [-0.01, -0.01, 0.02], [0.00, 0.01, 0.02], [-0.01, 0.01, 0.03]],
  "mulliken_charge": [2.150, -1.762, 0.834, 0.080, -0.684, 0.265, -1.762, 0.382, -0.772, 0.443, 0.328, 0.402, 0.623, 0.403, 0.425, 0.293, -0.678, 0.275, -0.255, -0.810, -0.066, -0.981, 0.916, -0.459, 0.452, 0.388, 0.365, 0.388, -0.808, 1.544, -0.763, -0.910, -0.043, -0.508, -0.581, -0.581, -0.486, -0.101, 1.497, -0.775, -0.766, -0.702, 0.532, 0.372, 0.374, 0.521],
  "homo_energy_ha": -0.18428,
  "orbital_gap_ev": 7.513,
  "total_charge": -1,
  "energy_ha": -2720.89485,
  "e_above_lowest_kcal_mol": 21.9
}


(2)
{
  "formula": "C15H15N3O4S2",
  "method": "wB97M-V/def2-TZVPD",
  "elements": ["O", "C", "O", "C", "C", "C", "C", "C", "C", "N", "C", "S", "C", "C", "C", "C", "C", "O", "O", "C", "N", "S", "N", "C", "H", "H", "H", "H", "H", "H", "H", "H", "H", "H", "H", "H", "H", "H", "H"],
  "coordinates": [[1.5790, 1.3416, 1.7105], [1.2354, 2.0906, 2.6583], [1.4175, 1.6028, 3.9883], [0.1553, 1.0677, 4.5253], [0.0656, -0.4876, 4.1239], [-1.2992, -0.9123, 3.3750], [-1.6895, -0.0147, 2.1122], [-1.0177, -0.4042, 0.7269], [-1.4153, 0.4800, -0.5130], [-2.4014, 1.6056, -0.3492], [-3.3417, 1.3884, -1.2446], [-4.2532, 1.0820, -2.6185], [-0.8564, 0.2496, -1.9713], [0.1454, -0.9165, -2.3022], [0.6968, -1.1932, -3.7936], [0.8696, 0.1373, -4.6818], [2.3808, 0.6987, -4.7411], [3.0092, 0.6104, -5.8245], [2.9736, 1.2529, -3.5605], [0.5416, -1.8132, -1.0497], [1.4553, -2.9555, -1.0988], [1.5071, -3.5621, 0.5184], [0.4730, -2.5130, 1.4015], [-0.0217, -1.5691, 0.4338], [0.7715, 3.1333, 2.5115], [0.2512, 1.1820, 5.6748], [-0.7500, 1.6988, 4.2230], [1.0114, -0.8036, 3.5671], [0.0707, -1.0789, 5.1234], [-1.2887, -2.0517, 3.1679], [-2.1448, -0.7691, 4.1589], [-1.4759, 1.1058, 2.2980], [-2.8419, -0.0788, 1.9913], [-1.2051, 0.9184, -2.8273], [-0.0336, -1.8978, -4.3508], [1.7533, -1.6605, -3.6980], [0.1993, 1.0130, -4.3782], [0.5957, -0.1256, -5.7728], [2.7385, 2.2088, -3.5737]],
  "forces_ev_per_a": [[-1.36, 3.48, 3.37], [1.24, -3.53, -1.93], [-1.49, 1.40, -1.67], [0.17, -0.63, 1.02], [-0.60, -0.46, 0.76], [-0.13, 0.18, 0.90], [-0.26, -0.42, -0.41], [-0.16, 1.41, -3.71], [2.52, -3.20, 0.69], [-3.45, -2.71, -4.09], [2.37, 0.25, 0.01], [2.01, 1.00, 3.92], [2.30, -3.52, 1.43], [-2.25, 2.03, 2.85], [0.20, 0.45, 0.97], [0.32, 0.33, -0.49], [0.99, -0.68, -3.07], [-2.07, 0.51, 4.42], [-1.42, -0.10, -1.88], [0.56, -0.86, 0.51], [-3.22, 3.02, 2.89], [-1.71, 2.83, -1.45], [0.07, 1.38, -4.79], [0.31, -0.19, -0.50], [0.65, -1.43, 0.47], [-0.11, -0.21, -1.99], [1.24, -0.87, 0.15], [-1.43, 0.65, 0.56], [0.05, 0.88, -1.68], [0.07, 2.05, 0.03], [1.30, -0.12, -1.32], [-0.26, -1.79, -0.27], [1.91, 0.08, 0.00], [0.50, -1.00, 1.56], [1.35, 1.04, 1.07], [-1.99, 0.40, -0.14], [0.86, -1.35, -0.20], [0.65, 0.51, 1.79], [0.28, -0.79, 0.17]],
  "mulliken_charge": [-0.412, 0.172, -0.378, -0.532, -0.452, -0.841, -0.436, 0.283, 0.069, -0.580, 0.344, -0.167, -0.577, 0.344, -0.544, -0.210, 0.265, -0.515, -0.432, 0.217, -0.577, 0.118, -0.460, 0.540, 0.357, 0.283, 0.357, 0.297, 0.350, 0.381, 0.369, 0.220, 0.413, 0.227, 0.368, 0.304, 0.234, 0.269, 0.334],
  "homo_energy_ha": -0.30627,
  "smiles": "O=COCCCCc1c(N=C=S)cc(CCC(=O)O)c2nsnc12",
  "orbital_gap_ev": 6.951,
  "energy_ha": -1841.88825,
  "e_above_lowest_kcal_mol": 227.6
}


(3)
{
  "formula": "C15H15N3PRu",
  "method": "wB97M-V/def2-TZVPD",
  "elements": ["C", "C", "C", "C", "C", "Ru", "P", "H", "H", "H", "H", "H", "H", "H", "H", "N", "C", "C", "C", "C", "C", "C", "C", "N", "C", "C", "N", "C", "H", "H", "H", "H", "H", "H", "H"],
  "coordinates": [[3.2617, 0.0708, -2.9843], [3.7695, -1.2754, -2.7452], [4.8874, -1.0947, -1.8230], [4.8974, 0.2283, -1.3506], [3.8188, 0.9300, -2.0018], [2.4882, -0.7861, -1.1233], [1.1808, -2.4836, -1.5822], [2.5577, 0.4093, -3.7345], [3.5476, -2.1647, -3.3454], [5.6436, -1.8504, -1.6595], [3.5025, 1.9595, -1.8820], [5.6507, 0.6850, -0.7121], [0.8802, -3.2573, -0.4429], [1.7463, -3.4896, -2.4175], [-0.1076, -2.3874, -2.2012], [-6.9397, -0.1898, 4.0052], [-5.9144, 0.0003, 3.4728], [-4.6446, 0.2587, 2.8389], [-3.6945, -0.7675, 2.7380], [-2.4800, -0.5310, 2.0859], [-2.2137, 0.7328, 1.5397], [-3.1449, 1.7750, 1.6792], [-4.3656, 1.5310, 2.3180], [-1.0217, 0.9218, 0.8057], [-0.6375, 2.0933, 0.1418], [0.4949, 1.8077, -0.5511], [0.8409, 0.4737, -0.3140], [-0.0635, -0.0228, 0.5155], [-3.9052, -1.7513, 3.1643], [-1.7586, -1.3366, 1.9859], [-2.9411, 2.7659, 1.2732], [-5.1074, 2.3248, 2.4085], [-1.2108, 3.0129, 0.1932], [1.0949, 2.4372, -1.1977], [-0.1120, -1.0298, 0.9025]],
  "forces_ev_per_a": [[-0.14, -0.08, -0.12], [0.63, 0.95, -0.56], [-0.37, 0.26, -0.17], [-0.39, -0.68, -0.12], [-0.37, -0.58, -0.79], [0.85, 1.97, 0.95], [-0.75, -1.15, -0.65], [-0.03, -0.34, 0.08], [0.43, 0.55, 0.19], [-0.20, 0.00, 0.46], [0.39, -0.08, 0.06], [-0.38, -0.28, 0.07], [-0.20, -0.17, -0.16], [-0.32, 0.22, 0.29], [0.48, 0.03, 0.39], [1.12, 0.18, -0.62], [0.42, 0.16, -0.11], [-3.22, -1.30, 1.81], [3.61, -1.44, -1.24], [-2.62, -2.94, 2.14], [2.59, 1.02, -1.60], [-3.42, 1.22, 1.16], [2.65, 3.17, -2.22], [-0.67, 0.17, 0.36], [-0.15, 0.02, -0.11], [0.22, -0.87, 0.28], [0.32, -0.16, 0.13], [-0.61, 0.55, -0.14], [0.11, 0.38, -0.19], [-0.28, 0.11, 0.20], [-0.18, -0.33, 0.22], [0.32, -0.20, -0.04], [0.23, -0.39, -0.01], [-0.22, -0.13, 0.21], [0.17, 0.20, -0.15]],
  "lowdin_spin": [0.032, 0.001, 0.074, 0.060, 0.060, 1.638, 0.046, 0.004, 0.000, 0.006, 0.002, 0.003, 0.024, -0.002, -0.002, 0.242, 0.052, 0.378, 0.102, 0.187, 0.412, 0.120, 0.178, 0.071, 0.034, 0.028, 0.095, 0.126, 0.001, 0.010, 0.003, 0.005, 0.002, 0.000, 0.009],
  "spin_multiplicity": 5,
  "homo_energy_ha": [-0.30958, -0.45987],
  "orbital_gap_ev": [5.465, 6.022],
  "total_charge": 1,
  "energy_ha": -1180.66009,
  "e_above_lowest_kcal_mol": 34.6
}


(4)
{
  "formula": "C15H15NO2Re",
  "method": "wB97M-V/def2-TZVPD",
  "elements": ["C", "C", "C", "C", "C", "Re", "C", "C", "C", "N", "H", "H", "H", "H", "H", "H", "H", "H", "H", "H", "O", "C", "O", "C", "C", "C", "C", "C", "C", "H", "H", "H", "H", "H"],
  "coordinates": [[1.1869, -1.1244, -3.0979], [-0.2296, -1.1027, -3.3627], [-0.8750, -1.9866, -2.4329], [0.1363, -2.5411, -1.5769], [1.4112, -2.0077, -1.9844], [0.1037, -0.4281, -1.4007], [-0.7605, 1.3345, -2.2337], [0.6755, 1.8423, -2.3651], [1.0379, 2.7064, -3.3741], [1.4117, 1.1877, -1.4949], [-1.9318, -2.2124, -2.3923], [-0.7275, -0.5647, -4.1609], [-0.0255, -3.2944, -0.8199], [2.3739, -2.2697, -1.5567], [1.9599, -0.6425, -3.6897], [-1.2889, 1.3421, -3.1904], [2.3961, 1.3625, -1.3247], [-1.2966, 1.8449, -1.4263], [0.2246, 3.1200, -3.9587], [2.0746, 2.8989, -3.6365], [0.4816, -1.8652, 1.1819], [-0.1324, -0.8099, 1.3720], [-0.5644, -0.0115, 0.4036], [-0.4415, -0.2782, 2.7360], [-0.6993, 1.0877, 2.9275], [-0.9173, 1.5782, 4.2180], [-0.8827, 0.7045, 5.3147], [-0.6320, -0.6606, 5.1207], [-0.4010, -1.1477, 3.8331], [-0.7129, 1.7535, 2.0607], [-1.1135, 2.6430, 4.3639], [-1.0552, 1.0875, 6.3217], [-0.6104, -1.3472, 5.9689], [-0.1760, -2.1989, 3.6568]],
  "forces_ev_per_a": [[0.00, -1.52, -1.10], [0.40, -1.15, -1.36], [-0.04, -1.69, -0.66], [0.18, -1.66, -1.18], [0.06, -1.56, -0.80], [0.64, 6.10, 2.17], [0.36, 0.38, 0.18], [-1.22, 2.74, -3.17], [-0.40, -1.10, 0.88], [0.84, -1.77, 2.64], [0.11, 0.06, 0.03], [0.23, 0.00, 0.27], [0.03, 0.35, 0.10], [-0.27, 0.19, 0.02], [-0.34, 0.25, 0.37], [-0.02, 0.07, 0.43], [-0.28, 0.01, -0.43], [-0.01, -0.04, -0.16], [0.29, 0.11, -0.09], [-0.16, 0.18, 0.17], [-0.66, 1.14, 0.26], [0.07, -0.18, 0.04], [0.09, -0.68, 1.43], [0.11, 0.06, 0.43], [-0.04, -0.15, 0.15], [0.05, -0.29, 0.00], [-0.01, -0.08, -0.30], [-0.02, 0.19, -0.21], [-0.01, 0.27, 0.03], [-0.02, -0.25, 0.35], [0.08, -0.36, 0.00], [0.05, -0.10, -0.28], [0.00, 0.25, -0.22], [-0.06, 0.25, 0.06]],
  "lowdin_spin": [0.059, 0.024, 0.108, 0.072, 0.098, 2.013, 0.095, 0.030, 0.072, 0.161, 0.017, 0.001, 0.009, 0.015, 0.001, 0.003, 0.008, 0.019, 0.004, 0.004, 0.038, 0.030, 0.113, 0.000, 0.003, 0.000, 0.002, 0.000, 0.002, 0.001, 0.000, 0.000, 0.000, 0.000],
  "spin_multiplicity": 4,
  "homo_energy_ha": [-0.26388, -0.26824],
  "orbital_gap_ev": [7.963, 6.016],
  "energy_ha": -863.99070
}


(5)
{
  "formula": "C15H15O9S",
  "method": "wB97M-V/def2-TZVPD",
  "elements": ["S", "C", "C", "C", "O", "H", "H", "H", "H", "H", "H", "H", "C", "C", "C", "O", "C", "C", "C", "O", "O", "O", "H", "H", "H", "H", "C", "C", "C", "O", "C", "C", "C", "O", "O", "O", "H", "H", "H", "H"],
  "coordinates": [[-1.7553, -2.4680, 4.3052], [0.0526, -2.3732, 4.6254], [0.8593, -2.5366, 3.1535], [0.7929, -1.1671, 2.1967], [-0.0122, -2.5510, 1.9731], [-2.1109, -3.6239, 3.6420], [-2.2426, -1.3306, 3.6956], [0.4067, -1.4075, 5.0729], [0.3955, -3.2977, 5.1678], [1.8547, -3.1472, 3.1534], [-0.0775, -0.7278, 1.6315], [0.4777, -0.5997, 3.1745], [-2.2562, 1.5763, -0.9616], [-3.4641, 2.0310, -1.3110], [-4.6492, 1.1254, -1.3723], [-5.7340, 1.5781, -1.6752], [-4.4458, -0.2940, -1.0632], [-3.2388, -0.7449, -0.7187], [-2.0633, 0.1667, -0.6316], [-0.9770, -0.2872, -0.2924], [-3.0272, -2.0552, -0.4310], [-3.6634, 3.3274, -1.6216], [-1.3883, 2.2220, -0.9107], [-5.3075, -0.9445, -1.1281], [-2.0786, -2.1244, -0.2143], [-4.6129, 3.4014, -1.8361], [3.4970, 2.5598, -1.6377], [4.5834, 1.9962, -2.1725], [4.6038, 0.5548, -2.5587], [5.6066, 0.0835, -3.0602], [3.3992, -0.2403, -2.3085], [2.3147, 0.3230, -1.7706], [2.2860, 1.7702, -1.4100], [1.2689, 2.2508, -0.9375], [1.1922, -0.3917, -1.5280], [5.7120, 2.7074, -2.3884], [3.4691, 3.6037, -1.3558], [3.4318, -1.2875, -2.5763], [0.5558, 0.2452, -1.1387], [6.3450, 2.0773, -2.7811]],
  "forces_ev_per_a": [[-0.33, 0.19, 2.01], [2.50, -1.09, -3.32], [-0.37, 0.66, -3.22], [-1.35, -0.73, 2.76], [1.16, -0.34, 4.96], [0.63, 1.07, -0.41], [0.71, -0.99, -0.46], [-0.99, -0.99, -0.05], [-0.96, 1.04, 0.03], [-2.08, 1.10, -0.09], [2.10, 0.58, -1.46], [-0.97, -0.48, -0.86], [0.52, -0.53, 0.21], [0.31, 1.31, -0.24], [-0.53, -0.51, -0.05], [0.30, 0.21, 0.03], [-0.16, 0.15, -0.01], [-0.40, -0.96, 0.07], [-0.07, 1.05, -0.27], [-0.62, -0.34, 0.49], [0.38, 0.93, 0.11], [-0.32, -1.27, 0.22], [0.00, -0.01, -0.01], [0.02, 0.01, -0.02], [-0.01, -0.12, -0.15], [0.02, 0.15, -0.03], [-0.48, -0.03, 0.18], [0.67, 1.06, 0.03], [-0.21, -0.78, -0.12], [0.07, 0.37, 0.10], [0.41, 0.09, -0.11], [-0.60, -1.14, -0.09], [0.34, 0.74, 0.05], [-0.12, -0.34, -0.03], [1.01, 1.21, -0.22], [-0.65, -0.97, -0.02], [0.01, -0.02, -0.03], [-0.01, 0.03, -0.01], [0.03, -0.38, 0.06], [0.06, 0.08, -0.02]],
  "mulliken_charge": [-0.007, -0.634, 0.268, -0.312, -0.310, 0.321, 0.308, 0.453, 0.380, 0.353, 0.105, 0.079, -1.197, 0.528, 0.797, -0.567, -0.819, 0.338, 1.063, -0.663, -0.610, -0.554, 0.560, 0.447, 0.350, 0.349, -0.992, 0.243, 0.960, -0.593, -0.714, 0.313, 0.941, -0.557, -0.508, -0.555, 0.450, 0.447, 0.185, 0.352],
  "homo_energy_ha": -0.41400,
  "orbital_gap_ev": 6.666,
  "total_charge": 1,
  "energy_ha": -1655.36128
}